1.
Entry from the OMol25 dataset: a 6-piece molecular cluster, C25H56BrO5P overall (the ωB97M-V functional and the def2-TZVPD basis).

**LUMO level**: 0.494 eV
**Charge**: 0
**Kohn-Sham gap**: 8.98 eV

Geometry as XYZ:
```
88
C25H56BrO5P, DFT the ωB97M-V functional and the def2-TZVPD basis
C -0.462 -1.027 -1.533
C -0.115 -0.192 -2.821
P 1.058 1.216 -2.436
Br 2.853 -0.252 -2.055
C -0.324 2.565 -2.633
C 0.131 3.778 -1.738
C 1.465 4.323 -2.055
C 1.991 5.412 -1.254
C 1.180 5.932 -0.174
C -0.134 5.418 0.146
C -0.672 4.317 -0.649
C -2.076 3.729 -0.304
H -1.050 -0.401 -0.804
H -1.052 -1.926 -1.864
H 0.435 -1.400 -0.975
H 0.383 -0.834 -3.598
H -1.069 0.196 -3.253
H 1.251 1.747 -1.118
H 1.767 1.792 -3.533
H -1.322 2.162 -2.300
H -0.434 2.894 -3.706
H 2.057 3.899 -2.896
H 3.005 5.801 -1.475
H 1.601 6.758 0.437
H -0.742 5.819 0.989
H -2.666 3.527 -1.235
H -1.972 2.765 0.268
H -2.622 4.430 0.381
C -0.058 -6.142 -4.075
C -0.843 -4.847 -3.949
C -0.484 -3.871 -5.060
O -0.572 -4.246 -2.682
H 1.017 -5.955 -4.000
H -0.318 -6.828 -3.266
H -0.260 -6.635 -5.029
H -1.913 -5.061 -3.980
H 0.578 -3.607 -5.018
H -1.047 -2.941 -4.950
H -0.699 -4.296 -6.043
H 0.373 -4.051 -2.642
C -1.891 -1.742 2.204
C -2.917 -2.762 1.735
C -2.480 -4.180 2.072
O -3.098 -2.641 0.325
H -0.927 -1.905 1.711
H -2.211 -0.730 1.947
H -1.743 -1.798 3.285
H -3.882 -2.554 2.204
H -1.536 -4.424 1.574
H -3.219 -4.902 1.721
H -2.350 -4.308 3.149
H -2.250 -2.823 -0.100
C -6.541 -5.010 -2.261
C -5.309 -5.836 -1.925
C -5.079 -5.899 -0.423
O -4.165 -5.265 -2.557
H -6.425 -3.979 -1.911
H -6.688 -4.963 -3.342
H -7.438 -5.434 -1.804
H -5.425 -6.847 -2.322
H -4.914 -4.898 -0.013
H -4.186 -6.486 -0.197
H -5.933 -6.350 0.089
H -4.052 -4.369 -2.213
C 2.652 4.908 5.328
C 1.675 5.205 4.204
C 1.048 3.927 3.667
O 2.356 5.882 3.150
H 3.467 4.274 4.964
H 3.104 5.832 5.698
H 2.158 4.403 6.162
H 0.890 5.875 4.564
H 1.814 3.260 3.259
H 0.357 4.152 2.851
H 0.504 3.394 4.450
H 3.054 5.298 2.824
C 5.753 1.280 3.632
C 5.632 2.658 3.000
C 6.991 3.194 2.578
O 5.032 3.560 3.933
H 6.375 1.319 4.531
H 4.772 0.912 3.939
H 6.193 0.564 2.935
H 4.972 2.607 2.131
H 7.654 3.297 3.442
H 6.891 4.188 2.136
H 7.468 2.535 1.850
H 5.607 3.614 4.707
```

---

2.
Entry from the OMol25 dataset: C39H48BIN3OSc as an isolated structure (the ωB97M-V functional and the def2-TZVPD basis).

**LUMO level**: 0.409 eV
**Relative energy (zero: lowest compared OMol25 entry of this formula, charge and spin)**: 39.3 kJ/mol
**Charge**: 0
**Kohn-Sham gap**: 8.00 eV

Geometry as XYZ:
```
94
C39H48BIN3OSc, DFT the ωB97M-V functional and the def2-TZVPD basis
Sc -0.153 0.200 0.038
I 0.437 -0.093 3.101
C 2.485 0.125 2.773
C 3.277 0.131 3.881
C 4.679 0.251 3.722
C 5.210 0.346 2.472
C 4.383 0.340 1.318
C 4.955 0.428 0.018
C 4.159 0.425 -1.083
C 2.748 0.347 -0.931
C 2.129 0.264 0.290
C 2.972 0.245 1.441
H 2.849 0.040 4.870
H 5.317 0.262 4.597
H 6.283 0.431 2.335
H 6.034 0.497 -0.072
H 4.592 0.490 -2.074
H 2.150 0.368 -1.838
N -0.909 -1.407 -3.814
C -0.792 -1.143 -2.519
O -0.167 -0.118 -2.148
C -1.434 -2.056 -1.515
C -0.704 -1.981 -0.171
H -0.612 -0.713 -4.481
H -1.461 -2.186 -4.123
H -1.538 -3.055 -1.951
H -2.452 -1.664 -1.397
H 0.210 -2.576 -0.204
H -1.335 -2.425 0.600
C -1.598 5.082 -3.411
C -1.230 3.780 -2.698
C 0.275 3.522 -2.788
C -2.029 2.607 -3.242
C -1.972 2.308 -4.603
C -2.727 1.276 -5.139
C -3.538 0.513 -4.310
C -3.613 0.769 -2.943
C -4.504 -0.083 -2.054
C -4.584 -1.543 -2.513
C -5.928 0.482 -1.970
C -2.855 1.830 -2.424
N -2.936 2.141 -1.031
B -2.042 1.749 0.047
N -2.525 2.573 1.140
C -3.617 3.341 0.730
C -3.853 3.098 -0.572
C -2.143 2.541 2.518
C -1.111 3.360 2.990
C -0.827 3.319 4.355
C -1.509 2.474 5.217
C -2.490 1.635 4.716
C -2.826 1.657 3.365
C -3.905 0.710 2.857
C -5.267 1.017 3.484
C -3.510 -0.749 3.093
C -0.251 4.262 2.110
C 0.675 3.479 1.173
C -1.027 5.334 1.340
H -1.106 5.928 -2.926
H -2.676 5.255 -3.391
H -1.279 5.070 -4.458
H -1.487 3.897 -1.645
H 0.588 3.394 -3.830
H 0.565 2.619 -2.254
H 0.835 4.363 -2.369
H -1.341 2.907 -5.253
H -2.688 1.068 -6.203
H -4.122 -0.298 -4.732
H -4.075 -0.054 -1.050
H -5.278 -1.657 -3.350
H -4.953 -2.172 -1.700
H -3.618 -1.939 -2.831
H -6.356 0.569 -2.974
H -5.953 1.465 -1.501
H -6.567 -0.186 -1.385
H -4.131 4.015 1.401
H -4.576 3.561 -1.227
H -0.033 3.951 4.742
H -1.261 2.457 6.272
H -3.014 0.958 5.384
H -3.993 0.852 1.782
H -5.249 0.868 4.568
H -6.037 0.360 3.069
H -5.564 2.051 3.295
H -3.375 -0.970 4.156
H -2.575 -0.995 2.579
H -4.284 -1.422 2.713
H 0.398 4.787 2.814
H 0.112 3.033 0.345
H 1.207 2.684 1.704
H 1.429 4.142 0.740
H -1.617 4.899 0.530
H -0.325 6.048 0.898
H -1.703 5.888 1.995
```

---

3.
Entry from the OMol25 dataset: one molecule with the formula C4H2O2 (the ωB97M-V functional and the def2-TZVPD basis).

**LUMO level**: -1.261 eV
**Relative energy (zero: lowest compared OMol25 entry of this formula, charge and spin)**: 26.7 kJ/mol
**Charge**: 0
**Kohn-Sham gap**: 8.39 eV

Geometry as XYZ:
```
8
C4H2O2, DFT the ωB97M-V functional and the def2-TZVPD basis
O -1.075 2.350 0.880
C -0.269 1.622 0.469
C 0.810 0.962 0.072
C 0.888 -0.317 -0.306
C -0.395 -1.091 -0.229
O -0.526 -2.102 0.411
H 1.814 -0.826 -0.556
H -1.247 -0.599 -0.741
```